The following is a DFT calculation (ωB97M-V/def2-TZVPD) of C27H21Cl2NO3OsPS2 as an isolated structure.

Computed properties:
LUMO energy ... -3.7 eV
HOMO-LUMO gap ... 7.518 eV
2S+1 ... 1
Charge ... +1
Relative energy (zero: lowest compared OMol25 entry of this formula, charge and spin) ... 54.1 kcal per mole

```
58
Properties=species:S:1:pos:R:3:forces:R:3:lowdin_charge:R:1
Os -0.647 0.909 0.653 0.1 0.0 0.0 0.854
S -0.848 1.756 -1.393 -0.2 0.1 0.2 0.713
C -1.345 3.403 -0.906 0.0 0.1 -0.2 -0.542
C -0.708 4.484 -0.328 0.0 0.0 0.0 -0.044
C -1.482 5.626 -0.149 0.0 0.0 0.0 -0.055
C -2.812 5.667 -0.557 0.0 0.0 0.0 -0.054
C -3.434 4.576 -1.159 0.0 0.0 0.0 -0.059
C -2.672 3.437 -1.314 0.1 0.1 0.0 -0.633
S -2.950 1.852 -2.033 0.1 -0.1 0.0 0.733
H 0.333 4.454 -0.042 0.0 0.0 0.0 0.107
H -1.039 6.501 0.305 0.0 0.0 0.0 0.114
H -3.378 6.578 -0.409 0.0 0.0 0.0 0.114
H -4.463 4.626 -1.488 0.0 0.0 0.0 0.118
O -3.488 0.966 1.177 -0.3 0.1 0.1 -0.044
N -2.527 0.105 0.628 0.6 0.2 -0.3 -0.263
C -3.043 -0.845 -0.048 -0.3 -0.2 0.1 -0.097
C -2.338 -1.893 -0.773 0.3 -0.2 -0.2 -0.182
C -3.167 -2.793 -1.451 0.0 0.2 0.1 -0.012
C -2.642 -3.833 -2.196 0.1 -0.1 -0.1 -0.039
C -1.268 -3.991 -2.282 -0.1 0.0 0.0 -0.035
C -0.428 -3.117 -1.609 0.0 0.1 0.1 -0.066
C -0.938 -2.074 -0.846 -0.2 0.0 0.0 -0.258
P 0.189 -1.039 0.122 0.1 -0.1 0.0 0.904
C 1.777 -1.048 -0.728 0.0 0.0 0.0 -0.347
C 2.950 -1.372 -0.050 0.0 0.0 0.0 -0.069
C 4.174 -1.241 -0.690 0.0 0.0 0.0 -0.061
C 4.229 -0.786 -1.999 0.0 0.0 0.0 -0.057
C 3.060 -0.460 -2.677 0.0 0.0 0.0 -0.050
C 1.837 -0.586 -2.043 0.0 0.0 0.0 -0.098
C 0.393 -1.889 1.709 0.0 0.1 -0.1 -0.340
C 0.545 -3.263 1.861 -0.1 0.0 0.0 -0.064
C 0.653 -3.807 3.132 0.0 0.0 0.0 -0.054
C 0.600 -2.986 4.251 0.0 0.0 0.0 -0.055
C 0.446 -1.614 4.109 0.0 0.0 0.0 -0.056
C 0.349 -1.070 2.838 0.0 0.0 0.0 -0.103
H -3.603 0.676 2.093 0.0 0.1 0.0 0.116
H -4.129 -0.873 -0.088 0.0 0.0 0.1 0.148
H -4.241 -2.664 -1.398 0.0 0.0 0.0 0.123
H -3.306 -4.512 -2.714 0.0 0.0 0.0 0.119
H -0.846 -4.793 -2.873 0.0 0.0 0.0 0.119
H 0.645 -3.247 -1.686 0.0 0.0 0.0 0.115
H 2.912 -1.718 0.975 0.0 0.0 0.0 0.108
H 5.086 -1.493 -0.164 0.0 0.0 0.0 0.114
H 5.185 -0.677 -2.493 0.0 0.0 0.0 0.115
H 3.105 -0.093 -3.693 0.0 0.0 0.0 0.117
H 0.931 -0.310 -2.570 0.0 0.0 0.0 0.098
H 0.573 -3.908 0.991 0.0 0.0 0.0 0.112
H 0.777 -4.875 3.252 0.0 0.0 0.0 0.114
H 0.683 -3.418 5.240 0.0 0.0 0.0 0.115
H 0.418 -0.973 4.979 0.0 0.0 0.0 0.116
H 0.299 0.019 2.745 0.0 0.0 0.0 0.077
Cl 3.213 3.846 1.972 0.0 0.0 0.0 0.627
C 3.355 2.557 0.758 0.0 0.0 0.0 -1.016
Cl 4.511 2.973 -0.497 0.0 0.0 0.0 0.644
C 1.960 2.283 0.187 0.1 0.0 -0.2 -0.775
O 1.673 2.527 -0.970 -0.1 0.0 0.1 -0.039
O 1.169 1.771 1.071 -0.2 -0.1 0.2 -0.251
H 3.713 1.667 1.269 0.0 0.1 0.0 0.064
```
Forces are in eV/Å.